No. 1
Entry from the OMol25 dataset: a cluster of 6 separate species, C32H40INO19 in total at a distorted geometry (wB97M-V/def2-TZVPD).

The geometry in ORCA input format:
```
! RIJCOSX wB97M-V def2-TZVPD def2/J DEFGRID3
* xyz 0 1
C -1.3780 3.2373 -3.6742
C -1.6326 2.4379 -4.9637
O -3.0623 2.3421 -5.1285
N -3.5185 2.9026 -6.3561
C -3.4162 4.3469 -6.3058
O -2.5783 5.0233 -6.8282
C -4.5679 4.8178 -5.4277
C -4.7491 5.9706 -4.7345
C -5.9144 6.0748 -4.0061
C -6.8358 5.0550 -3.9743
C -6.6077 3.8922 -4.6857
C -7.6348 2.7666 -4.5934
C -7.5784 2.2564 -3.1434
O -8.1540 2.8046 -2.2560
I -6.3672 0.5171 -2.7477
C -5.4701 3.7527 -5.4316
C -4.9424 2.5999 -6.2744
O -5.5296 1.6913 -6.7771
H -0.4634 2.9219 -3.1747
H -1.3863 4.3187 -3.8566
H -2.2291 3.0289 -3.0135
H -1.1077 2.8402 -5.8318
H -1.2567 1.4263 -4.8124
H -3.9989 6.7520 -4.7686
H -6.1295 6.9553 -3.4088
H -7.7414 5.1306 -3.3828
H -7.3997 1.9595 -5.2904
H -8.6358 3.1358 -4.8352
C 1.0583 -0.4826 0.2856
C 1.1311 -0.7186 -1.2035
C 2.5259 -0.7429 -1.7737
O 2.2883 -0.3360 -3.1409
C 1.1793 0.4326 -3.1342
O 0.7965 1.0866 -4.0542
O 0.5475 0.3722 -1.9336
H 1.4390 -1.3458 0.8331
H 1.6367 0.3954 0.5712
H 0.0280 -0.2958 0.5935
H 0.5771 -1.6275 -1.4657
H 2.9830 -1.7296 -1.7371
H 3.2018 -0.0195 -1.3000
C -2.9529 -0.1311 0.5068
C -2.1951 0.6065 1.5816
C -2.5328 2.0695 1.7023
O -1.3223 2.6099 2.2528
C -0.3069 1.8013 1.8522
O 0.8470 2.0537 1.9810
O -0.7887 0.6665 1.2833
H -4.0039 -0.2380 0.7716
H -2.8847 0.3911 -0.4505
H -2.5306 -1.1164 0.3573
H -2.3101 0.0913 2.5402
H -3.3764 2.2580 2.3629
H -2.7167 2.5495 0.7381
C 5.0273 -0.9442 4.6637
C 5.4922 -0.4377 3.3197
C 5.4019 1.0549 3.1447
O 5.2629 1.1779 1.7203
C 4.6800 0.0419 1.2815
O 4.2543 -0.1132 0.1757
O 4.6336 -0.8941 2.2550
H 5.7184 -0.6512 5.4461
H 4.0387 -0.5558 4.9077
H 4.9471 -2.0269 4.6513
H 6.5027 -0.8033 3.1106
H 6.2889 1.5788 3.4934
H 4.5183 1.4914 3.6153
C -0.0911 -5.6357 -1.1055
C -1.5134 -5.1913 -1.3422
C -1.6861 -4.2229 -2.4839
O -2.8690 -3.5152 -2.0964
C -2.9306 -3.5539 -0.7410
O -3.6859 -2.9127 -0.0857
O -2.0103 -4.4171 -0.2382
H 0.2529 -6.2798 -1.9149
H 0.5800 -4.7778 -1.0303
H -0.0141 -6.1815 -0.1652
H -2.1646 -6.0628 -1.4572
H -1.8270 -4.7160 -3.4432
H -0.8671 -3.5047 -2.5662
C 7.8716 -4.0932 9.5209
C 6.7453 -4.0081 8.5208
C 7.1878 -3.9176 7.0839
O 6.0853 -3.2318 6.4763
C 5.5067 -2.4688 7.4431
O 4.6784 -1.6381 7.2511
O 6.0076 -2.7840 8.6658
H 8.3806 -5.0545 9.4499
H 8.6005 -3.2975 9.3587
H 7.4903 -3.9717 10.5346
H 6.0472 -4.8370 8.6713
H 7.3388 -4.8914 6.6231
H 8.0872 -3.3121 6.9479
*
```

For the HOMO energy, the calculation gives -8.98 eV. As for the frontier orbital gap: 8.9 eV. The calculation puts the LUMO energy at -0.1295 eV.

***

No. 2
Entry from the OMol25 dataset: a structure of composition C32H40K2N8O4S at a distorted geometry (wB97M-V/def2-TZVPD).

The geometry in ORCA input format:
```
! RIJCOSX wB97M-V def2-TZVPD def2/J DEFGRID3
* xyz 0 1
K 1.8499 2.4742 2.2970
K -3.3507 -1.3922 1.6211
S 0.1091 0.1132 0.6418
O 0.2527 -0.0412 -0.8223
O -0.7351 -0.9622 1.2035
O 1.4580 0.1005 1.2465
O -0.4714 1.4324 1.0025
N 2.2219 2.5749 -0.7475
C 3.5288 2.3390 -0.4235
C 4.1485 3.5232 -0.1354
C 3.1658 4.5413 -0.3431
C 1.9898 3.9382 -0.6931
H 1.5292 1.8904 -1.0185
H 3.7963 1.2917 -0.3839
H 5.1527 3.6062 0.2429
H 3.3670 5.6002 -0.3216
H 1.0337 4.3469 -0.9755
N -0.6330 -3.5482 0.1572
C -1.2128 -4.5621 0.8632
C -1.1703 -5.7015 0.0951
C -0.4723 -5.3657 -1.0995
C -0.1394 -4.0372 -1.0246
H -0.5251 -2.5840 0.4665
H -1.6084 -4.3512 1.8449
H -1.4818 -6.6897 0.3881
H -0.2978 -6.0225 -1.9355
H 0.5246 -3.4474 -1.6361
N -2.4379 -0.8190 -1.3048
C -3.3544 0.1896 -1.1025
C -4.5897 -0.3366 -1.4076
C -4.4358 -1.7245 -1.6219
C -3.0797 -1.9842 -1.5920
H -1.4322 -0.6996 -1.2263
H -2.9670 1.1794 -0.9216
H -5.5397 0.1740 -1.3773
H -5.1519 -2.4775 -1.9073
H -2.5411 -2.9161 -1.6656
N -2.5401 1.5137 3.0118
C -2.7537 0.6511 4.0422
C -4.0971 0.4393 4.1917
C -4.7406 1.2436 3.2055
C -3.7543 1.9250 2.5361
H -1.6552 1.7519 2.5859
H -1.9254 0.1576 4.5269
H -4.5728 -0.2730 4.8452
H -5.7697 1.2448 2.8845
H -3.8224 2.6394 1.7318
N 3.0040 -1.4241 -0.8985
C 3.2467 -1.8898 -2.1633
C 4.5957 -2.0813 -2.2903
C 5.1913 -1.7491 -1.0398
C 4.1844 -1.3031 -0.2291
H 2.0948 -1.2133 -0.5178
H 2.4442 -2.0692 -2.8587
H 5.1101 -2.4350 -3.1678
H 6.2348 -1.6914 -0.7773
H 4.2422 -0.8884 0.7633
N -1.3767 3.9223 0.1369
C -1.5470 5.0097 0.9549
C -1.9407 6.0673 0.1826
C -2.0234 5.5936 -1.1605
C -1.6693 4.2734 -1.1493
H -1.0097 3.0091 0.4025
H -1.3204 4.9064 2.0046
H -2.0962 7.0977 0.4539
H -2.2634 6.1881 -2.0257
H -1.6203 3.5613 -1.9576
N 2.0837 -1.5807 3.3889
C 1.3462 -1.7141 4.5293
C 2.0707 -2.4640 5.4264
C 3.3068 -2.7639 4.8030
C 3.2771 -2.2234 3.5386
H 1.8092 -1.0118 2.5887
H 0.3846 -1.2370 4.6247
H 1.7369 -2.7996 6.3940
H 4.1148 -3.3494 5.2105
H 4.0344 -2.1468 2.7779
N 0.2343 -0.3432 -3.6586
C -0.4148 -1.2291 -4.4723
C -0.2598 -0.8060 -5.7651
C 0.5036 0.3925 -5.7283
C 0.7969 0.6475 -4.4163
H 0.1702 -0.3193 -2.6542
H -0.8800 -2.1056 -4.0510
H -0.7079 -1.2806 -6.6222
H 0.7908 0.9984 -6.5712
H 1.2521 1.5058 -3.9504
*
```

The energy relative to the best compared isomer or geometry (same formula, charge and spin) is 0.0 kcal per mole. For the HOMO energy, the calculation gives -7.85 eV. As for the frontier orbital gap: 7.1 eV. The calculation puts the LUMO energy at -0.7755 eV.

***

No. 3
Entry from the OMol25 dataset: the molecule C32H40N4O3 at a distorted geometry (wB97M-V/def2-TZVPD).

The geometry in ORCA input format:
```
! RIJCOSX wB97M-V def2-TZVPD def2/J DEFGRID3
* xyz 0 1
C -3.7129 0.8930 3.8506
C -3.3611 0.7504 2.3835
C -4.0477 -0.4099 1.6940
N -1.9022 0.5037 2.2729
N -1.5628 -0.6790 1.8162
N -0.2341 -0.7525 1.9245
C 0.3062 -2.1641 1.8631
C -0.4731 -2.7933 0.7239
C 0.0803 -2.8280 3.2096
C 0.2970 0.4330 2.3681
C 1.7570 0.5684 2.4310
C 2.3794 1.1581 3.5469
C 3.7655 1.1236 3.6971
C 4.5655 0.5643 2.6875
C 3.9748 0.0403 1.5352
C 2.5928 0.0212 1.4092
C -0.8051 1.2758 2.6280
C -0.9437 2.7337 2.9116
H -4.7062 1.3438 3.9349
H -3.7199 -0.0919 4.3398
H -2.9917 1.5406 4.3575
H -3.5585 1.7001 1.8731
H -5.1237 -0.2138 1.6699
H -3.7134 -0.5267 0.6558
H -3.8666 -1.3554 2.2315
H 1.3723 -2.1031 1.6190
H -0.2830 -3.8679 0.6266
H -1.5488 -2.6348 0.8841
H -0.1953 -2.3479 -0.2428
H 0.4399 -3.8603 3.2285
H 0.6029 -2.2858 4.0063
H -0.9961 -2.8430 3.4340
H 1.7346 1.6143 4.3002
H 4.1953 1.5073 4.6221
H 5.6485 0.5253 2.8186
H 4.6148 -0.3730 0.7444
H 2.1430 -0.3938 0.5015
H 0.0502 3.2100 2.8814
H -1.6503 3.2233 2.1938
C 1.0101 -0.8196 6.8659
O -0.0560 0.1649 6.7957
C 0.1703 1.5055 6.6542
C -0.8128 2.2709 6.0520
C -0.5438 3.5142 5.4679
C -1.3691 3.8634 4.2746
C -1.4494 5.3504 3.9014
C -0.3308 6.2298 3.8720
C -0.4579 7.6060 3.6567
C -1.7105 8.1684 3.3025
N -1.8160 9.5161 3.0778
C -2.8384 10.0567 2.1962
C -0.6965 10.3718 3.4210
C -2.8261 7.2901 3.2233
C -2.6895 5.9247 3.5183
C 0.4753 4.2602 6.0726
C 1.5481 3.5949 6.6679
O 2.7113 4.2792 6.9010
C 3.9448 3.8455 6.2389
C 1.5076 2.1328 6.8087
O 2.5580 1.4576 6.9581
H 0.5514 -1.7072 7.3046
H 1.3654 -1.0596 5.8562
H 1.8308 -0.4520 7.4858
H -1.8001 1.8035 5.9412
H -2.3833 3.4979 4.4771
H 0.6880 5.8590 4.0246
H 0.4397 8.2379 3.7387
H -3.5990 9.2973 1.9798
H -3.3587 10.9264 2.6273
H -2.3909 10.3593 1.2290
H -0.1827 9.9955 4.3087
H 0.0578 10.4104 2.6230
H -0.9761 11.4081 3.6392
H -3.8090 7.7046 2.9513
H -3.6094 5.3075 3.4807
H 0.5442 5.3441 6.0028
H 4.6542 4.6618 6.4090
H 4.2850 2.9278 6.7273
H 3.7999 3.7030 5.1575
*
```

The energy relative to the best compared isomer or geometry (same formula, charge and spin) is 199.1 kcal per mole. For the HOMO energy, the calculation gives -5.00 eV. As for the frontier orbital gap: 4.8 eV. The calculation puts the LUMO energy at -0.2059 eV.

***

No. 4
Entry from the OMol25 dataset: a cluster of 8 separate species, C32H40N8 in total at a distorted geometry (wB97M-V/def2-TZVPD).

The geometry in ORCA input format:
```
! RIJCOSX wB97M-V def2-TZVPD def2/J DEFGRID3
* xyz 0 1
N 1.9162 -6.2474 -2.0192
C 1.1547 -7.3576 -1.9986
C 0.1281 -7.0529 -1.0827
C 0.6081 -5.7280 -0.4466
C 1.7076 -5.3447 -1.0723
H 2.7815 -6.2772 -2.6279
H 1.1488 -8.1127 -2.7638
H -0.7119 -7.5098 -0.8376
H 0.1053 -5.1264 0.3674
H 2.4456 -4.5461 -0.8908
N -1.8224 2.9988 2.5262
C -2.8017 2.5048 1.7113
C -2.6408 2.9791 0.4353
C -1.4513 3.8925 0.5230
C -1.0558 3.9077 1.8191
H -1.5289 2.8546 3.5037
H -3.4067 1.6006 2.0649
H -3.1078 2.5612 -0.4013
H -1.0585 4.3604 -0.3016
H -0.2593 4.2904 2.2225
N 3.4322 1.5645 0.3199
C 4.7885 1.9732 0.4020
C 4.8595 3.2061 0.8801
C 3.4138 3.5071 1.2228
C 2.5499 2.5275 0.8261
H 3.0878 0.8491 -0.2380
H 5.6292 1.5274 -0.3092
H 5.8893 3.5799 1.0436
H 2.9668 4.4900 1.4597
H 1.5381 2.4611 0.9570
N -4.8079 -2.4588 -1.1460
C -4.2010 -1.2168 -1.2544
C -4.9008 -0.3639 -0.5713
C -6.0898 -1.1285 0.1353
C -6.0095 -2.4082 -0.4480
H -4.4674 -3.3985 -1.8325
H -3.3244 -1.1083 -1.8444
H -4.7329 0.5505 -0.4906
H -6.9035 -0.9994 0.7027
H -6.5294 -3.3437 -0.3864
N 0.2189 1.9694 -3.7400
C -0.8991 2.4731 -2.9989
C -1.8836 1.5494 -3.2498
C -1.4601 0.7278 -4.4123
C -0.1279 0.9669 -4.6693
H 1.2040 2.2559 -3.5776
H -1.0890 3.2635 -2.3021
H -2.7861 1.7643 -2.9942
H -2.2006 0.0823 -4.9757
H 0.3980 0.8083 -5.5616
N -0.0315 -1.3907 0.9659
C -0.0596 0.0019 1.0374
C -0.4944 0.4067 -0.2253
C -0.8043 -0.8069 -1.0605
C -0.3306 -1.9236 -0.3226
H 0.1519 -2.0860 1.7131
H 0.1940 0.5368 1.9423
H -0.4496 1.4791 -0.6421
H -1.2140 -0.6179 -2.0308
H -0.3614 -2.9668 -0.4016
N 2.4962 -0.8228 -0.8425
C 3.3340 -1.5199 -0.0368
C 4.4768 -1.6867 -0.7411
C 4.4416 -0.9872 -2.1076
C 3.1224 -0.5382 -2.1286
H 1.4949 -0.5788 -0.6753
H 2.9616 -2.2437 0.7231
H 5.2942 -2.3367 -0.5220
H 5.2338 -1.1293 -2.8449
H 2.5746 0.0529 -2.8241
N -1.0963 1.9985 5.1842
C -0.8802 3.3071 5.4962
C 0.3435 3.5607 5.0164
C 0.8053 2.2095 4.3381
C -0.1511 1.3992 4.3922
H -1.8266 1.6102 5.7551
H -1.6634 4.0353 5.8969
H 1.1391 4.2900 5.2774
H 1.8511 2.1671 3.8009
H -0.2655 0.2615 4.1889
*
```

The energy relative to the best compared isomer or geometry (same formula, charge and spin) is 243.5 kcal per mole. For the HOMO energy, the calculation gives -8.08 eV. As for the frontier orbital gap: 8.6 eV. The calculation puts the LUMO energy at 0.5105 eV.

***

No. 5
Entry from the OMol25 dataset: a structure of composition C32H41BBeBrF2LiMgN7O18RbS2 at a distorted geometry (wB97M-V/def2-TZVPD).

The geometry in ORCA input format:
```
! RIJCOSX wB97M-V def2-TZVPD def2/J DEFGRID3
* xyz 2 1
C -0.6837 -0.1831 6.3048
C 0.0287 0.1304 5.3545
C 1.1697 0.4773 4.3457
C 1.4146 -0.6015 3.2024
C 2.2842 0.2770 2.1322
C 3.8099 0.4037 2.4856
N 4.6338 -0.3115 1.7380
C 2.2472 -1.9036 3.5729
C 1.6168 -3.0228 4.5116
O 1.4260 -2.5660 5.8883
O 0.6067 -3.5187 6.4603
C 2.1852 -2.6417 2.1326
O 3.0616 -3.3894 1.5841
N 0.8616 -2.2520 1.5838
C 0.2133 -1.0836 2.2823
C -0.4999 -0.0599 1.2921
C -1.1029 1.2407 1.9924
C -0.4218 2.6129 1.4670
N -1.4552 3.6877 1.3189
C -1.0630 -1.8224 2.9681
O -1.3025 -3.0175 2.1924
C -2.5307 -3.6279 2.5192
C -3.3774 -3.3381 3.7161
C -4.6468 -4.1467 3.8991
C -5.0884 -5.2143 2.9549
C -4.2579 -5.4817 1.7274
C -3.0108 -4.6901 1.5436
H -1.2926 -0.1108 7.2509
H 2.1588 0.5746 4.9124
H 0.9502 1.5213 3.9582
H 2.2279 -0.1369 1.0831
H 1.8898 1.3472 2.0611
H 4.2664 1.0578 3.2835
H 5.6123 -0.1261 2.0234
H 3.2841 -1.7799 4.0298
H 0.6966 -3.5356 4.0927
H 2.4063 -3.8488 4.5919
H -0.2932 -3.1394 6.6675
H 0.7981 -2.1179 0.5500
H -1.3871 -0.6166 0.8365
H 0.1746 0.2397 0.4343
H -2.1955 1.3258 1.6676
H -1.1320 1.1912 3.1248
H 0.3625 2.8967 2.2537
H 0.0470 2.3931 0.4623
H -1.0166 4.5434 1.6809
H -2.2897 3.4529 1.8712
H -0.8868 -2.0650 4.0679
H -1.9851 -1.1685 2.9308
H -3.0680 -2.5599 4.4635
H -5.2980 -3.9661 4.8084
H -6.0225 -5.8361 3.1098
H -4.5149 -6.2697 0.9607
H -2.4013 -4.9128 0.6103
Rb 1.1673 -3.6885 -0.3438
B -3.6337 -1.7898 -4.9083
O -3.6008 -1.2372 -6.2713
C -4.7933 -1.4649 -6.8495
O -5.0901 -1.1335 -7.9535
C -5.6652 -2.1822 -5.8970
O -6.7833 -2.5330 -6.0976
O -5.0029 -2.3880 -4.7256
O -2.5888 -2.8114 -4.7286
C -1.8093 -2.4010 -3.7324
O -0.8458 -2.9872 -3.3183
C -2.3047 -1.1128 -3.2145
O -1.8155 -0.4929 -2.3083
O -3.3832 -0.7442 -3.9047
N 0.1810 2.0540 -5.0346
C 0.5697 3.3134 -5.2780
C 0.1783 4.4029 -4.5144
C -0.6686 4.1805 -3.4412
C -1.0874 2.8870 -3.1690
C -0.6351 1.8670 -3.9891
H 1.2299 3.4375 -6.1297
H 0.5286 5.3974 -4.7512
H -0.9975 5.0067 -2.8209
H -1.7483 2.6752 -2.3370
H -0.9278 0.8424 -3.8130
N 3.4997 7.8144 -2.8801
S 3.1480 7.1178 -4.2491
O 4.1449 7.1594 -5.2786
O 1.7782 7.1710 -4.6833
F 3.2575 5.5897 -3.7891
S 3.5494 9.3861 -3.0120
O 4.1751 10.0275 -1.8904
O 2.3836 10.0483 -3.5217
F 4.6221 9.6311 -4.1553
Li 6.3902 -1.4592 2.1180
C 2.7378 5.1155 2.4895
O 2.1394 6.1065 2.1441
N 3.4890 4.3637 1.6167
N 2.7236 4.6537 3.7705
H 3.9936 3.5343 1.8825
H 3.5244 4.6736 0.6547
H 2.1846 5.1784 4.4409
H 3.2152 3.8336 4.0757
Mg 6.0141 4.2017 1.8692
Br -6.7040 -1.4468 -3.8482
C 0.2065 -6.8441 -6.2788
C 0.2473 -6.0192 -4.9476
O 0.3477 -6.8828 -3.9705
H -0.6512 -7.5184 -6.3112
H 0.1218 -6.1579 -7.1261
H 1.1154 -7.4321 -6.4172
H -0.6479 -5.3708 -4.9831
H 1.0626 -5.2873 -5.0845
Be 0.2482 -4.5960 7.9389
*
```

For the HOMO energy, the calculation gives -11.15 eV. As for the frontier orbital gap: 1.0 eV. The calculation puts the LUMO energy at -10.1635 eV.

***

Which value of frontier orbital gap does entry 3 give?
4.8 eV

***

Among the records above, which one has the highest LUMO?
C32H40N8

***

frontier orbital gap of number 3 (C32H40N4O3)?
4.8 eV

***

Which formula does entry 2 have?
C32H40K2N8O4S